Version P
The following is a quantum chemistry calculation of 2 unconnected molecules or ions with the total composition C10H14NOP, from OMol25.

Each line ends with the Löwdin charge.
Geometry (Å):
1 C -1.18319 -1.84732 0.33364  0.106
2 C -1.23961 -0.63031 0.49184  -0.089
3 C 0.56102 -1.83937 -1.86541  -0.379
4 C -3.14569 1.47252 2.49326  0.049
5 C 3.04418 -0.88675 -2.19751  -0.252
6 C -1.94128 1.06797 2.00966  -0.143
7 C 2.35100 -1.39787 0.79794  -0.153
8 C -0.58600 1.74434 -0.03076  -0.193
9 C -0.11208 1.38098 -1.48722  -0.030
10 C -1.70773 0.82085 0.53323  -0.323
11 N 0.10223 -2.75187 -2.40162  0.145
12 O 1.59026 -0.49390 0.07002  -0.431
13 P 1.52935 -0.46815 -1.54658  0.770
14 H -1.02217 -2.85795 0.25221  0.015
15 H -3.48689 1.54028 3.49829  0.047
16 H -3.92862 1.40208 1.82118  0.026
17 H 3.64266 -0.14967 -1.61238  0.000
18 H 3.11798 -0.81845 -3.35717  0.040
19 H -1.04323 1.07901 2.51453  0.077
20 H 1.62158 -2.08343 1.40124  0.110
21 H 2.99454 -0.76200 1.54512  0.121
22 H 2.90074 -1.93167 -0.00771  0.064
23 H -1.05838 2.69545 -0.18992  0.099
24 H 0.19063 1.87305 0.74947  0.119
25 H 0.36646 2.22300 -1.89505  0.034
26 H -0.81674 0.85952 -2.00518  0.012
27 H -2.74103 0.75962 0.08486  0.158

2S+1: 1
HOMO energy (alpha / beta) (eV): -8.05 / -8.05
Kohn-Sham gap (alpha / beta) (eV): 7.908 / 7.911
Total charge: 0

Version Q
The following is a quantum chemistry calculation of a single C10H14NOP molecule, from OMol25.

Each line ends with the Löwdin charge.
Geometry (Å):
1 C -2.42118 2.25532 -0.53321  -0.304
2 P -2.87640 0.91225 0.72611  0.875
3 C -2.08586 -0.43522 -0.22526  -0.466
4 C -2.25370 -1.76337 0.43506  -0.331
5 O -1.96382 -2.73586 -0.51068  -0.075
6 N -0.48462 -0.01280 -0.17794  0.048
7 C 0.37064 -0.92882 -0.06620  -0.162
8 C 1.75190 -0.56653 0.06418  -0.180
9 C 2.83610 -1.44405 0.32574  -0.010
10 C 4.10610 -0.87750 0.59951  -0.077
11 C 4.39677 0.45625 0.27365  -0.063
12 C 3.40022 1.21416 -0.36569  -0.063
13 C 2.09642 0.73667 -0.38046  -0.021
14 H -1.34465 1.92156 -0.63686  0.024
15 H -2.64364 3.12215 0.01109  -0.013
16 H -3.16551 2.18490 -1.30558  0.020
17 H -1.84413 0.99031 1.61798  -0.074
18 H -2.32827 -0.28652 -1.20597  0.071
19 H -1.67312 -1.95628 1.26211  0.096
20 H -3.22712 -1.99864 0.70158  0.093
21 H -1.62440 -2.26790 -1.29673  0.093
22 H 0.02082 -1.92645 -0.00644  0.101
23 H 2.57775 -2.44750 0.48011  0.090
24 H 4.76505 -1.59936 0.95108  0.075
25 H 5.46703 0.74959 0.42257  0.116
26 H 3.53753 2.11062 -0.74847  0.052
27 H 1.44180 1.46680 -0.72882  0.084

2S+1: 1
SMILES: CP[C@H](CO)/N=C/c1ccccc1
HOMO energy (eV): -8.64
Kohn-Sham gap (eV): 9.004
Total charge: 0

Of the structures shown above, version P is the least stable.